Entry 1:
Below is a cluster of 4 separate species, C32H58BrN5O17PS4 in total at a distorted geometry, with properties calculated with wB97M-V/def2-TZVPD.

Last column: Mulliken charge in e.
Positions of all 118 atoms, in Å:
C  6.267  -0.120  -1.037  -0.905
C  5.828  -1.243  0.003  -0.337
S  4.058  -1.635  -0.330  -0.112
C  2.982  -0.891  0.959  -0.521
N  2.228  0.310  0.482  1.211
C  2.765  1.618  0.907  -0.710
O  1.779  2.170  1.814  0.005
O  1.549  3.496  1.528  -0.398
C  1.156  0.182  -0.265  -2.307
N  0.769  -1.173  -0.519  0.813
C  -0.507  -1.258  -1.299  -0.257
C  -0.923  -2.764  -1.291  -1.274
C  -0.984  -3.413  0.159  -0.313
O  -0.964  -4.870  0.018  -0.423
C  -0.796  -5.330  1.348  0.809
C  -1.994  -5.363  2.366  -0.763
O  0.264  -5.723  1.748  -0.532
O  -0.102  -0.760  -2.636  -0.345
C  -0.545  -1.532  -3.644  0.616
N  -0.943  -2.290  -4.404  -0.536
C  -1.556  -0.222  -0.761  2.261
C  -2.858  -0.290  -1.706  -0.714
C  -4.008  0.720  -1.296  -0.595
C  -5.220  -0.013  -0.547  -0.509
O  -6.359  0.885  -0.634  -0.410
C  -6.257  1.750  0.480  0.749
C  -5.780  3.221  0.249  -0.813
O  -6.574  1.344  1.561  -0.512
P  -2.214  -0.435  0.996  0.058
O  -2.779  1.072  1.542  -0.376
Br  -0.553  -0.885  2.492  -0.198
C  -0.950  1.212  -1.000  -2.741
N  0.495  1.364  -0.682  1.014
C  1.160  2.046  -1.772  0.689
C  0.700  3.365  -2.290  -0.751
C  1.490  3.934  -3.369  -0.482
N  2.615  3.478  -3.971  -0.163
C  3.065  2.276  -3.525  -0.719
C  2.369  1.570  -2.457  0.027
H  7.374  0.007  -1.111  0.381
H  5.917  -0.458  -2.057  0.255
H  5.713  0.828  -0.805  0.179
H  6.407  -2.165  -0.293  0.347
H  6.058  -0.978  1.064  0.334
H  3.651  -0.569  1.808  0.540
H  2.298  -1.662  1.407  0.223
H  3.719  1.545  1.486  0.542
H  2.948  2.327  0.057  0.283
H  2.267  3.994  1.974  0.317
H  1.451  -1.630  -1.148  0.506
H  -0.193  -3.443  -1.829  0.546
H  -1.915  -2.963  -1.785  0.305
H  -1.970  -3.181  0.661  0.122
H  -0.101  -3.149  0.791  0.299
H  -2.812  -6.037  1.970  0.126
H  -2.354  -4.309  2.556  0.241
H  -1.705  -5.765  3.369  0.352
H  -2.593  -0.039  -2.774  0.394
H  -3.271  -1.336  -1.732  0.258
H  -3.662  1.638  -0.761  -0.080
H  -4.469  1.087  -2.260  0.516
H  -5.482  -0.884  -1.213  0.301
H  -4.967  -0.316  0.497  0.408
H  -5.291  3.288  -0.754  0.278
H  -6.706  3.862  0.241  0.333
H  -5.067  3.502  1.063  0.224
H  -2.041  1.712  1.593  0.345
H  -1.145  1.460  -2.083  0.602
H  -1.507  2.012  -0.430  0.588
H  -0.207  3.865  -1.870  0.434
H  1.102  4.911  -3.768  0.384
H  3.996  1.841  -3.956  0.367
H  2.823  0.593  -2.130  0.200
O  -3.981  -7.909  4.511  -0.647
S  -4.375  -8.528  3.278  1.223
O  -5.022  -7.789  2.233  -0.615
O  -5.244  -9.835  3.605  -0.255
C  -6.386  -9.698  4.462  -0.324
C  -7.574  -9.111  3.725  -0.987
C  -2.977  -9.363  2.590  -0.785
H  -6.136  -9.105  5.345  0.322
H  -6.637  -10.701  4.809  0.277
H  -7.390  -8.071  3.449  0.290
H  -8.467  -9.143  4.351  0.386
H  -7.766  -9.661  2.802  0.264
H  -2.514  -9.970  3.365  0.319
H  -2.277  -8.606  2.238  0.226
H  -3.309  -9.979  1.757  0.327
O  3.114  7.891  -7.570  -0.636
S  4.167  7.109  -8.151  1.237
O  3.982  6.389  -9.375  -0.607
O  4.739  6.100  -7.038  -0.315
C  3.812  5.245  -6.359  -0.171
C  3.418  4.058  -7.218  -1.038
C  5.612  8.114  -8.300  -0.934
H  2.933  5.807  -6.033  0.316
H  4.315  4.887  -5.461  0.156
H  2.826  4.376  -8.078  0.359
H  2.824  3.349  -6.642  0.368
H  4.304  3.551  -7.606  0.259
H  5.789  8.619  -7.352  0.314
H  5.430  8.845  -9.086  0.373
H  6.456  7.481  -8.567  0.318
O  2.854  1.831  5.045  -0.699
S  1.732  2.705  5.250  1.283
O  1.530  3.873  4.441  -0.622
O  1.676  3.127  6.794  -0.250
C  2.849  3.698  7.391  -0.321
C  3.017  5.158  7.015  -0.993
C  0.251  1.745  5.232  -0.568
H  3.737  3.118  7.128  0.308
H  2.720  3.617  8.470  0.297
H  3.245  5.267  5.954  0.280
H  3.831  5.609  7.585  0.394
H  2.097  5.714  7.206  0.267
H  0.380  0.887  5.888  0.364
H  0.083  1.413  4.208  -0.125
H  -0.577  2.369  5.563  0.388

Electronic energy = -7314.61823 Eh
Total charge = +1
HOMO level = -12.100 eV
Strongest force on any atom = 0.090 Eh/bohr
Spin multiplicity = 1

---

Entry 2:
Below is a cluster of 5 separate species, C34H27O14 in total at a distorted geometry, with properties calculated with wB97M-V/def2-TZVPD.

Last column: Mulliken charge in e.
Positions of all 75 atoms, in Å:
C  3.384  1.887  2.903  -0.692
O  2.401  2.897  2.534  -0.329
C  1.116  2.244  2.296  -0.333
C  0.025  3.341  1.875  0.136
C  -0.664  4.113  3.102  -0.943
C  -1.752  3.248  3.917  -0.566
C  -2.817  2.711  2.852  0.377
C  -3.010  1.362  2.453  0.398
C  -2.174  0.113  3.012  0.109
O  -1.129  -0.356  2.446  -0.583
O  -2.638  -0.427  4.214  -0.737
C  -4.155  1.266  1.320  0.396
O  -4.602  0.246  0.747  -0.550
O  -4.550  2.639  1.058  -0.322
C  -3.864  3.519  1.957  0.388
O  -3.995  4.765  2.059  -0.583
H  4.372  1.985  2.327  0.238
H  3.601  1.917  4.028  0.236
H  2.965  0.833  2.681  0.289
H  1.256  1.526  1.398  0.084
H  0.829  1.636  3.221  0.444
H  0.595  4.143  1.267  -0.151
H  -0.701  2.848  1.143  0.342
H  -1.203  5.064  2.725  0.391
H  0.161  4.447  3.843  0.345
H  -1.226  2.402  4.500  0.337
H  -2.227  3.960  4.698  0.343
C  -0.762  -1.935  -2.297  -0.375
C  -1.371  -3.109  -2.464  -0.360
C  -1.380  -4.128  -1.392  0.456
O  -1.935  -5.203  -1.547  -0.644
C  -0.692  -3.794  -0.129  -0.256
C  -0.083  -2.619  0.038  -0.366
C  -0.073  -1.601  -1.032  0.408
O  0.481  -0.527  -0.878  -0.622
H  -0.745  -1.178  -3.071  0.456
H  -1.881  -3.370  -3.384  0.422
H  -0.710  -4.550  0.646  0.448
H  0.426  -2.357  0.958  0.339
C  4.801  -0.728  -4.105  -0.430
C  4.681  0.511  -4.583  -0.468
C  3.613  1.417  -4.107  0.443
O  3.502  2.549  -4.545  -0.548
C  2.685  0.896  -3.082  -0.179
C  2.804  -0.344  -2.604  -0.188
C  3.871  -1.249  -3.079  0.157
O  3.983  -2.380  -2.642  -0.571
H  5.576  -1.405  -4.442  0.407
H  5.353  0.909  -5.334  0.409
H  1.909  1.572  -2.745  0.424
H  2.129  -0.738  -1.852  0.602
C  3.661  5.629  -2.886  -0.405
C  2.792  4.750  -2.386  -0.313
C  2.580  4.627  -0.927  0.132
O  1.790  3.824  -0.468  -0.403
C  3.367  5.516  -0.047  -0.268
C  4.235  6.395  -0.548  -0.402
C  4.447  6.519  -2.006  0.307
O  5.239  7.323  -2.464  -0.587
H  3.829  5.732  -3.951  0.428
H  2.208  4.092  -3.017  0.471
H  3.198  5.412  1.018  0.556
H  4.820  7.054  0.083  0.412
C  -4.087  -7.105  -0.192  -0.182
C  -4.620  -8.014  -1.010  -0.392
C  -5.434  -9.131  -0.489  0.379
O  -5.920  -9.963  -1.235  -0.570
C  -5.637  -9.202  0.974  -0.370
C  -5.104  -8.294  1.793  -0.364
C  -4.289  -7.175  1.271  0.342
O  -3.805  -6.346  2.017  -0.528
H  -3.487  -6.280  -0.557  0.487
H  -4.482  -7.976  -2.084  0.431
H  -6.236  -10.027  1.339  0.396
H  -5.242  -8.332  2.866  0.410

Electronic energy = -2365.00321 Eh
Total charge = -1
HOMO level = -5.023 eV
Strongest force on any atom = 0.126 Eh/bohr
Spin multiplicity = 1

---

Entry 3:
Below is an isolated molecule of C4H8N2O, with properties calculated with wB97M-V/def2-TZVPD.

Last column: Mulliken charge in e.
Positions of all 15 atoms, in Å:
N  -1.652  1.455  -0.069  -0.365
C  -0.991  0.897  0.978  0.454
O  -0.856  1.471  2.046  -0.621
C  -0.453  -0.517  0.796  -0.363
N  0.063  -0.864  -0.526  -0.300
C  1.436  -1.354  -0.519  -0.421
C  1.119  -0.020  -1.069  -0.301
H  -2.044  2.373  0.074  0.235
H  -1.771  0.989  -0.954  0.226
H  0.299  -0.626  1.587  0.206
H  -1.268  -1.214  1.027  0.306
H  1.944  -1.372  0.446  0.238
H  1.667  -2.195  -1.167  0.238
H  1.428  0.858  -0.502  0.222
H  1.079  0.119  -2.148  0.245

Relative energy (zero: lowest compared OMol25 entry of this formula, charge and spin) = 1.788 eV
Structure (SMILES) = NC(=O)CN1CC1
Electronic energy = -341.93793 Eh
HOMO level = -9.426 eV
Strongest force on any atom = 0.006 Eh/bohr
Spin multiplicity = 1

---

Entry 4:
Below is the ion C9H20NSi with charge +1 at a distorted geometry, with properties calculated with wB97M-V/def2-TZVPD.

Last column: Mulliken charge in e.
Positions of all 31 atoms, in Å:
C  0.827  -1.134  3.120  -1.414
C  0.930  0.111  2.100  0.166
C  -0.354  0.349  1.300  -0.504
C  -0.331  0.025  0.000  0.270
Si  -1.487  0.107  -1.502  0.211
C  -1.372  -1.611  -2.273  -1.120
C  -0.868  1.683  -2.395  -0.977
C  -3.375  0.342  -1.036  -1.013
C  1.226  -0.578  -0.185  -0.904
N  1.935  -0.299  1.056  0.128
C  2.963  0.691  0.818  -1.073
H  0.808  -2.142  2.654  0.416
H  -0.091  -1.180  3.767  0.360
H  1.679  -1.087  3.819  0.416
H  1.331  0.954  2.796  0.257
H  -1.214  0.605  1.922  0.485
H  -1.279  -2.339  -1.470  0.368
H  -2.284  -2.032  -2.792  0.348
H  -0.551  -1.702  -2.981  0.323
H  -1.532  1.990  -3.313  0.330
H  -1.346  2.381  -1.672  0.282
H  0.220  1.734  -2.637  0.310
H  -4.009  0.187  -1.965  0.336
H  -3.715  -0.586  -0.487  0.311
H  -3.866  1.288  -0.525  0.309
H  1.136  -1.678  -0.396  0.317
H  1.768  -0.142  -0.993  0.400
H  2.332  -1.202  1.479  0.436
H  2.646  1.688  0.544  0.441
H  3.622  0.877  1.674  0.389
H  3.652  0.433  0.008  0.397

Relative energy (zero: lowest compared OMol25 entry of this formula, charge and spin) = 1.782 eV
Structure (SMILES) = C[C@@H]1C=C([Si](C)(C)C)C[N@H+]1C
Electronic energy = -698.88446 Eh
Total charge = +1
HOMO level = -13.355 eV
Strongest force on any atom = 0.077 Eh/bohr
Spin multiplicity = 1

---

Entry 5:
Below is a cluster of 2 separate species, C5H10O2 in total, with properties calculated with wB97M-V/def2-TZVPD.

Last column: Mulliken charge in e.
Positions of all 17 atoms, in Å:
C  -0.693  -0.571  1.486  -0.920
C  -1.410  -0.736  0.377  -0.021
C  -2.012  0.379  -0.438  -0.401
O  -2.272  -0.011  -1.770  -0.538
H  -0.290  -1.416  2.035  0.295
H  -0.491  0.421  1.889  0.330
H  -1.594  -1.735  -0.019  0.376
H  -2.976  0.663  -0.008  0.297
H  -1.367  1.266  -0.407  0.250
H  -1.429  0.006  -2.241  0.325
C  2.534  0.345  0.517  -0.936
C  1.481  0.097  -0.532  0.218
O  0.956  0.985  -1.167  -0.502
H  3.189  -0.520  0.639  0.310
H  2.042  0.512  1.478  0.221
H  3.117  1.237  0.274  0.316
H  1.234  -0.964  -0.735  0.381

Relative energy (zero: lowest compared OMol25 entry of this formula, charge and spin) = 2.394 eV
Structure (SMILES) = C=CCO.CC=O
Electronic energy = -346.93746 Eh
HOMO level = -9.810 eV
Strongest force on any atom = 0.010 Eh/bohr
Spin multiplicity = 1

---

Entry 6:
Below is a structure of composition C34H35GeN6O5S2W, with properties calculated with wB97M-V/def2-TZVPD.

Last column: Mulliken spin population.
Positions of all 84 atoms, in Å:
W  -0.003  -0.326  0.830  0.888
N  -2.543  -1.213  4.394  -0.012
C  -1.932  -1.192  3.205  -0.006
S  -0.506  -0.125  3.090  -0.025
N  -2.346  -1.902  2.218  -0.003
N  -1.653  -1.713  1.030  -0.086
C  -2.128  -2.472  0.083  0.055
C  -1.701  -2.546  -1.280  0.019
C  -2.374  -3.386  -2.173  0.023
C  -1.972  -3.453  -3.494  -0.011
C  -0.898  -2.692  -3.936  0.023
C  -0.207  -1.853  -3.069  -0.017
C  -0.630  -1.794  -1.761  0.043
O  0.010  -0.998  -0.860  0.026
H  -2.275  -0.583  5.128  0.001
H  -3.403  -1.729  4.488  0.000
H  -2.952  -3.112  0.381  -0.006
H  -3.209  -3.978  -1.821  0.000
H  -2.496  -4.100  -4.184  0.000
H  -0.588  -2.751  -4.971  0.000
H  0.638  -1.262  -3.394  0.001
C  4.581  -4.644  -1.141  0.000
C  3.426  -4.222  -0.247  0.001
S  3.308  -2.467  -0.035  0.011
O  2.104  -2.193  0.759  0.029
O  3.427  -1.794  -1.302  0.000
C  4.720  -2.000  0.974  -0.001
C  5.044  -0.504  0.868  0.001
N  3.828  0.328  0.784  -0.006
C  2.851  0.298  1.695  -0.007
N  1.735  0.844  1.190  0.042
C  2.039  1.307  -0.086  0.033
C  3.311  0.946  -0.344  0.009
N  4.026  1.219  -1.568  -0.001
O  5.230  1.086  -1.568  0.002
O  3.338  1.610  -2.483  0.002
C  2.986  -0.236  3.072  0.005
H  4.513  -5.716  -1.316  0.000
H  5.550  -4.451  -0.681  0.000
H  4.536  -4.134  -2.101  0.000
H  3.464  -4.653  0.755  0.000
H  2.454  -4.473  -0.681  0.000
H  5.578  -2.567  0.612  0.000
H  4.497  -2.321  1.991  0.000
H  5.624  -0.295  -0.023  0.000
H  5.625  -0.187  1.733  0.000
H  1.351  1.885  -0.681  -0.035
H  4.026  -0.209  3.394  0.000
H  2.616  -1.259  3.135  -0.005
H  2.403  0.381  3.753  0.003
C  0.694  5.715  0.611  -0.001
C  0.024  5.418  -0.567  0.001
C  -0.653  4.212  -0.698  -0.001
C  -0.667  3.290  0.350  -0.010
C  0.007  3.605  1.532  -0.009
C  0.680  4.810  1.665  0.002
Ge  -1.657  1.628  0.147  0.028
C  -3.181  1.554  1.353  -0.003
C  -3.284  2.542  2.335  0.010
C  -4.349  2.546  3.224  0.002
C  -5.328  1.564  3.141  -0.001
C  -5.240  0.581  2.165  0.005
C  -4.171  0.576  1.280  -0.009
C  -2.048  1.267  -1.726  -0.008
C  -3.288  0.781  -2.134  -0.005
C  -3.546  0.540  -3.479  0.001
C  -2.571  0.796  -4.431  -0.001
C  -1.330  1.281  -4.038  0.003
C  -1.069  1.504  -2.695  0.007
H  1.219  6.656  0.713  0.000
H  0.022  6.127  -1.384  0.000
H  -1.183  4.003  -1.619  0.000
H  0.001  2.909  2.365  -0.003
H  1.187  5.049  2.591  0.000
H  -2.538  3.325  2.401  0.001
H  -4.422  3.323  3.973  0.000
H  -6.165  1.575  3.825  0.000
H  -6.011  -0.175  2.085  0.000
H  -4.127  -0.198  0.522  -0.004
H  -4.076  0.614  -1.411  0.000
H  -4.519  0.175  -3.782  0.000
H  -2.780  0.630  -5.480  0.000
H  -0.569  1.495  -4.778  0.000
H  -0.089  1.879  -2.416  -0.003

Relative energy (zero: lowest compared OMol25 entry of this formula, charge and spin) = 0.551 eV
Electronic energy = -4961.15539 Eh
Total charge = +2
HOMO level (spin up / spin down) = -13.615 / -13.527 eV
Strongest force on any atom = 0.006 Eh/bohr
Spin multiplicity = 2

---

Entry 7:
Below is an isolated molecule of C7H8Cl2N2P2 at a distorted geometry, with properties calculated with wB97M-V/def2-TZVPD.

Last column: Mulliken charge in e.
Positions of all 21 atoms, in Å:
C  -3.214  0.008  -1.203  -0.233
C  -2.664  1.205  -0.742  -0.866
C  -2.626  -1.220  -0.873  -0.710
C  -1.426  1.123  -0.138  0.111
C  -1.364  -1.196  -0.219  -0.090
C  -0.722  -0.045  0.150  0.758
C  3.037  0.295  1.491  -0.607
N  1.975  -1.563  -0.275  -0.456
N  0.509  0.081  0.722  -0.109
P  3.412  -0.995  0.123  0.274
P  1.481  1.182  1.162  0.031
Cl  3.972  0.155  -1.345  -0.157
Cl  2.031  2.569  -0.235  -0.219
H  -4.215  0.178  -1.695  0.265
H  -3.346  2.042  -0.786  0.345
H  -3.151  -2.158  -1.148  0.324
H  -0.898  2.032  0.161  0.112
H  -0.999  -2.146  0.189  0.249
H  2.724  -0.396  2.251  0.328
H  3.917  0.947  1.898  0.365
H  1.569  -2.098  0.511  0.285

Relative energy (zero: lowest compared OMol25 entry of this formula, charge and spin) = 0.000 eV
Electronic energy = -1984.09434 Eh
HOMO level (spin up / spin down) = -8.121 / -8.262 eV
Strongest force on any atom = 0.057 Eh/bohr
Spin multiplicity = 1

---

Entry 8:
Below is a cluster of 3 separate species, C2H9NO3 in total at a distorted geometry, with properties calculated with wB97M-V/def2-TZVPD.

Last column: Mulliken charge in e.
Positions of all 15 atoms, in Å:
N  0.837  0.964  0.857  -0.647
C  -0.323  0.229  0.413  -0.248
C  -0.204  -0.034  -1.081  0.006
O  -1.054  0.311  -1.880  -0.454
H  0.926  1.890  0.479  0.213
H  0.754  1.254  1.849  0.238
H  -1.282  0.770  0.637  0.312
H  -0.330  -0.722  0.974  0.267
H  0.741  -0.600  -1.335  0.317
O  -3.336  -1.128  0.122  -0.628
H  -2.651  -1.225  -0.608  0.297
H  -3.153  -2.037  0.447  0.327
O  3.159  -0.237  -0.243  -0.724
H  3.691  0.484  -0.738  0.303
H  2.225  0.080  0.107  0.422

Relative energy (zero: lowest compared OMol25 entry of this formula, charge and spin) = 2.256 eV
Structure (SMILES) = NCC=O.O.O
Electronic energy = -362.03192 Eh
HOMO level = -10.290 eV
Strongest force on any atom = 0.060 Eh/bohr
Spin multiplicity = 1